# C24H19BrI2N3OPdTe

A molecular structure, C24H19BrI2N3OPdTe in a non-equilibrium geometry (ωB97M-V/def2-TZVPD, the Open Molecules 2025 dataset).

Properties
spin multiplicity	1
LUMO (spin up / spin down)	-0.386 / -0.386	Eh
charge	+3
relative energy (zero: lowest compared OMol25 entry of this formula, charge and spin)	19.76	kcal per mole
HOMO-LUMO gap (spin up / spin down)	4.189 / 4.188	eV

```
52
Properties=species:S:1:pos:R:3:forces:R:3:lowdin_charge:R:1
Pd -2.9231 -0.2659 -1.1749 -0.2 0.0 -0.3 0.40
Br 5.4603 6.2144 5.1523 0.0 0.0 0.0 1.03
C 3.9160 5.2414 5.0043 0.0 0.0 0.0 -0.63
C 3.2869 5.1483 3.7306 0.0 0.0 0.0 -0.07
C 2.1388 4.4403 3.6002 0.1 0.0 0.0 0.05
C 1.5823 3.7975 4.7547 -0.3 0.3 0.0 -0.22
C 2.2116 3.9277 6.0346 0.0 0.0 0.0 0.07
C 3.3770 4.6220 6.1493 0.0 0.0 0.0 -0.06
N 0.4490 3.1178 4.7486 0.3 -0.9 0.3 0.20
N -0.3041 2.8469 3.8172 0.1 1.0 -0.7 0.16
C -0.4977 2.0131 2.8685 -0.2 -0.4 0.4 -0.14
C 0.3073 0.7954 2.7475 0.1 0.1 0.0 0.08
C 0.0672 -0.1192 1.7983 0.0 0.0 0.0 0.07
C -1.0212 0.0806 0.8616 0.0 0.0 0.0 -0.26
O -1.2659 -0.7353 -0.0413 0.0 -0.1 0.1 -0.12
C -1.8721 1.2712 0.9903 0.0 0.0 0.0 -0.12
N -2.8850 1.3583 0.0947 0.0 0.2 0.1 -0.01
C -3.7034 2.3992 0.1712 0.0 0.0 0.0 -0.06
C -3.5492 3.3960 1.1364 0.0 0.0 0.0 0.04
C -2.5210 3.3113 2.0459 0.0 0.0 0.0 0.06
C -1.6510 2.2183 1.9716 0.0 0.0 0.0 -0.05
H 3.7320 5.6582 2.8877 0.0 0.0 0.0 0.12
H 1.6351 4.3765 2.6441 0.0 0.0 0.0 0.13
H 1.7501 3.4461 6.8872 0.0 0.0 0.0 0.15
H 3.8820 4.7183 7.1000 0.0 0.0 0.0 0.13
H 1.0972 0.6433 3.4733 0.0 0.0 0.0 0.14
H 0.6450 -1.0301 1.7122 0.0 0.0 0.0 0.15
H -4.5136 2.4518 -0.5422 0.0 0.0 0.0 0.09
H -4.2482 4.2207 1.1576 0.0 0.0 0.0 0.14
H -2.3981 4.0652 2.8129 0.0 0.0 0.0 0.14
I -2.9924 -2.4079 -2.6510 0.1 0.0 -0.1 0.95
C -4.6949 -1.4915 -3.7078 0.0 -0.1 0.0 -0.96
I -4.8618 0.3995 -2.7517 0.1 -0.1 0.1 1.07
H -5.6151 -2.0418 -3.5433 0.0 0.0 0.0 -0.01
H -4.4762 -1.3292 -4.7577 0.0 0.0 0.0 -0.01
C -0.1156 -5.4509 -2.4962 -0.1 0.0 0.0 -0.40
Te -0.3479 -3.6796 -1.3284 0.0 0.1 0.1 1.22
C 0.8476 -2.6985 -2.8052 0.0 0.0 0.0 -0.43
C 1.2670 -3.7766 -3.7784 0.0 0.0 0.0 -0.29
C 2.1327 -3.4624 -4.8249 0.0 0.0 0.0 -0.03
C 2.5288 -4.4386 -5.7199 0.0 0.0 0.0 -0.05
C 2.0598 -5.7398 -5.5793 0.0 0.0 0.0 -0.05
C 1.1993 -6.0567 -4.5447 0.0 0.0 0.0 -0.02
C 0.8008 -5.0772 -3.6363 0.0 0.0 0.0 -0.29
H -1.0918 -5.7932 -2.8364 0.0 0.0 0.0 0.06
H 0.3107 -6.2169 -1.8516 0.0 0.0 0.0 0.07
H 1.6993 -2.2268 -2.3185 0.0 0.0 0.0 0.06
H 0.2539 -1.9239 -3.2927 0.0 0.0 0.0 0.04
H 2.4978 -2.4483 -4.9358 0.0 0.0 0.0 0.12
H 3.2059 -4.1897 -6.5255 0.0 0.0 0.0 0.12
H 2.3719 -6.5076 -6.2739 0.0 0.0 0.0 0.12
H 0.8363 -7.0713 -4.4354 0.0 0.0 0.0 0.13
```
Positions in Å, forces in eV/Å.

---

# C24H19Cl3MnN2O7S5

A molecular structure, C24H19Cl3MnN2O7S5 in a non-equilibrium geometry (ωB97M-V/def2-TZVPD, the Open Molecules 2025 dataset).

Properties
spin multiplicity	2
LUMO (spin up / spin down)	0.128 / 0.128	Eh
expectation value of S²	1.078
charge	-2
relative energy (zero: lowest compared OMol25 entry of this formula, charge and spin)	0.00	kcal per mole
HOMO-LUMO gap (spin up / spin down)	4.309 / 4.375	eV

```
61
Properties=species:S:1:pos:R:3:forces:R:3:mulliken_spin:R:1
Mn 1.2801 2.0796 0.3696 0.5 0.5 0.6 1.02
O -0.4885 3.2447 -3.0011 0.0 -0.1 0.0 0.00
C 0.1377 2.6843 -2.1100 0.2 0.2 0.3 -0.01
O 0.8314 3.2553 -1.1890 -0.2 -0.2 -0.3 0.00
C 0.1156 1.1205 -1.9931 0.0 -0.1 -0.2 0.00
O -0.3993 0.4134 -2.8650 0.2 0.2 0.0 0.00
O 0.6416 0.6657 -0.9166 0.0 0.1 -0.1 0.01
O 6.9701 5.2909 2.9453 0.0 0.0 0.0 0.00
C 5.9800 4.7149 2.5335 0.0 0.0 0.0 0.00
S 5.9724 3.6140 1.1645 0.0 0.0 0.0 0.00
C 4.2605 3.1914 1.1895 0.0 -0.1 -0.1 0.00
C 3.5218 3.7857 2.1439 -0.1 0.0 0.1 0.00
S 1.8195 3.5219 2.4066 -0.1 0.0 -0.3 0.00
S 4.3745 4.8825 3.2284 0.0 0.0 0.0 0.00
S 3.7064 2.0765 -0.0297 -0.2 -0.2 -0.1 -0.03
C -0.8181 5.0420 0.6387 0.0 0.0 0.1 0.00
C -1.0603 3.8195 1.4704 0.0 0.0 -0.2 0.00
C -1.5851 3.9888 2.8764 0.0 0.0 0.0 0.00
O -0.8841 2.6929 1.0375 -0.1 -0.2 0.2 0.00
H -1.7713 5.5675 0.5106 0.0 0.0 0.0 0.00
H -0.3918 4.7553 -0.3207 0.0 0.0 0.0 0.00
H -0.1314 5.6965 1.1779 0.0 0.0 0.0 0.00
H -1.6159 5.0328 3.1828 0.0 0.0 0.0 0.00
H -0.9268 3.4340 3.5452 0.0 0.0 0.0 0.00
H -2.5874 3.5581 2.9307 0.0 0.0 0.0 0.00
Cl -4.5686 -1.1211 -3.6851 0.0 0.0 0.0 0.00
C -3.5558 -1.7283 -2.4021 0.0 -0.1 0.1 0.00
C -2.6238 -0.8962 -1.8080 -0.3 0.0 -0.1 0.00
C -1.8243 -1.4151 -0.8058 0.0 -0.2 0.2 0.00
C -1.9378 -2.7427 -0.3760 0.0 0.4 0.2 0.00
C -1.0954 -3.2615 0.7696 -0.4 -0.5 0.0 0.00
C -1.0400 -2.3078 1.9804 -0.2 -0.4 -0.1 0.00
N 0.0714 -1.4279 1.9197 0.7 0.0 0.4 0.00
C 1.4245 -1.7264 2.0270 -0.1 0.3 0.0 0.00
C 2.0680 -0.5340 1.8806 -0.1 -0.2 0.2 0.01
N 1.1355 0.4585 1.7164 1.2 0.8 -0.3 0.00
C -0.0195 -0.0996 1.7551 -1.0 0.0 0.1 -0.02
O 0.2082 -3.7042 0.4118 -0.2 0.0 0.0 0.00
C 0.8317 -3.1140 -0.7286 0.2 0.0 0.1 0.00
C 0.3385 -3.6749 -2.0337 0.1 0.1 -0.1 0.00
C 0.1745 -4.9906 -2.3367 0.0 0.0 0.1 0.00
Cl 0.5091 -6.3504 -1.3344 0.0 0.0 0.0 0.00
S -0.4135 -5.2428 -3.9266 0.0 -0.1 -0.1 0.00
C -0.4072 -3.5559 -4.2360 0.0 0.1 0.1 0.00
C 0.0160 -2.8494 -3.1573 0.0 0.0 0.0 0.00
C -2.8906 -3.5379 -1.0044 -0.1 0.0 -0.1 0.00
Cl -3.1150 -5.2160 -0.5580 0.0 0.0 0.0 0.00
C -3.7006 -3.0540 -2.0186 0.1 0.1 0.0 0.00
H -2.4823 0.1243 -2.1435 0.0 -0.2 0.0 0.00
H -1.0619 -0.7646 -0.3846 -0.1 -0.1 -0.1 0.00
H -1.5894 -4.1620 1.1452 0.0 0.0 -0.1 0.00
H -1.0079 -2.9007 2.8981 0.1 0.0 0.0 0.00
H -1.9422 -1.6955 2.0258 0.0 -0.1 0.0 0.00
H 1.7770 -2.7335 2.1436 0.0 0.0 0.0 0.00
H 3.1201 -0.3044 1.8699 0.0 0.0 -0.1 0.00
H -0.9570 0.4202 1.6304 0.0 0.0 0.0 0.00
H 1.8900 -3.3539 -0.6025 0.0 0.0 0.0 0.00
H 0.7595 -2.0226 -0.7364 -0.1 0.0 0.0 0.00
H -0.7220 -3.1780 -5.1943 0.0 0.0 0.0 0.00
H 0.1002 -1.7678 -3.1267 -0.1 0.1 0.0 0.00
H -4.4211 -3.6979 -2.5006 0.0 0.0 0.0 0.00
```
Positions in Å, forces in eV/Å.

---

# C24H19Cl3NO2OsPSe2

A molecular structure, C24H19Cl3NO2OsPSe2 in a non-equilibrium geometry (ωB97M-V/def2-TZVPD, the Open Molecules 2025 dataset).

Properties
spin multiplicity	5
LUMO (spin up / spin down)	-0.221 / -0.334	Eh
expectation value of S²	6.021
charge	+2
relative energy (zero: lowest compared OMol25 entry of this formula, charge and spin)	19.43	kcal per mole
HOMO-LUMO gap (spin up / spin down)	7.559 / 4.560	eV

```
53
Properties=species:S:1:pos:R:3:forces:R:3:mulliken_spin:R:1
Os 1.0318 -1.0909 0.6826 -0.4 0.9 0.5 2.43
Cl 4.5360 3.1795 5.2367 0.1 0.0 0.0 0.01
C 3.6159 2.4849 3.9673 0.0 0.1 -0.1 0.03
C 3.2962 1.1409 4.0088 0.1 -0.3 0.2 -0.01
C 2.5315 0.6440 2.9787 -0.1 0.1 -0.1 0.01
Cl 2.1670 -1.0681 2.8830 0.1 -0.2 0.3 0.02
C 2.0388 1.3903 1.9194 -0.2 -0.2 0.0 0.03
O 1.2307 0.8597 0.9787 0.3 -0.4 -0.1 0.24
C 2.4454 2.7243 1.8805 -0.1 0.1 -0.1 0.01
Cl 1.9937 3.6744 0.5261 -0.1 0.1 -0.1 0.00
C 3.2124 3.2661 2.8933 0.1 0.2 0.0 -0.02
H 3.6471 0.5092 4.8154 0.0 0.0 -0.1 0.00
H 3.5152 4.3046 2.8434 -0.1 -0.1 0.0 0.00
O -0.1343 -2.8337 2.2463 -0.2 0.0 0.0 0.03
C 0.3604 -4.1552 2.1333 0.0 0.1 0.0 0.00
C 1.3854 -4.1824 1.0416 0.1 0.2 -0.1 0.00
C 2.0811 -5.3585 0.8259 0.1 -0.2 0.0 0.00
C 3.0470 -5.4234 -0.1576 0.0 -0.1 0.0 0.01
C 3.2854 -4.2963 -0.9335 0.0 -0.1 0.0 0.00
C 2.5513 -3.1653 -0.6894 -0.2 -0.1 0.1 0.01
N 1.6144 -3.0813 0.2964 0.4 -0.3 -0.4 -0.03
H -0.7345 -2.7703 2.9986 0.0 0.1 0.0 0.00
H -0.4401 -4.8566 1.8924 -0.1 0.0 0.0 0.00
H 0.8299 -4.4824 3.0623 0.0 0.0 0.1 0.00
H 1.8579 -6.2190 1.4461 0.0 0.0 0.0 0.00
H 3.6046 -6.3367 -0.3230 0.0 0.0 0.0 0.00
H 4.0234 -4.2962 -1.7239 0.0 0.0 0.0 0.00
H 2.6956 -2.2855 -1.2977 0.0 0.1 0.0 0.01
Se -1.9777 -0.4497 0.9116 0.1 -0.1 0.3 1.07
P -1.4888 0.4749 -1.0318 0.4 0.3 -0.6 -0.06
Se 0.3713 -0.6284 -1.5949 -0.2 -0.1 0.0 0.17
C -2.7591 0.1903 -2.2486 0.0 -0.1 0.2 0.02
C -3.9816 0.8385 -2.0407 0.0 0.0 -0.1 0.00
C -4.9964 0.6681 -2.9641 0.0 0.0 0.0 0.00
C -4.7893 -0.1358 -4.0829 0.0 0.0 0.0 0.00
C -3.5713 -0.7718 -4.2843 0.0 0.0 -0.1 0.00
C -2.5484 -0.6216 -3.3608 0.0 0.0 0.0 0.00
C -1.3500 2.2461 -0.8314 0.0 -0.1 0.4 0.01
C -1.7015 2.8727 0.3632 0.0 0.0 -0.1 0.01
C -1.7115 4.2574 0.4234 0.0 0.0 0.0 0.01
C -1.3565 4.9988 -0.6949 0.0 0.0 0.0 0.00
C -0.9841 4.3665 -1.8763 0.0 0.0 -0.1 0.00
C -0.9830 2.9846 -1.9546 0.0 0.0 0.0 0.00
H -4.1326 1.4777 -1.1769 0.0 0.0 0.0 0.00
H -5.9479 1.1654 -2.8178 0.1 0.0 0.0 0.00
H -5.5877 -0.2668 -4.8034 0.0 0.0 0.0 0.00
H -3.4193 -1.3906 -5.1603 0.0 0.0 0.1 0.00
H -1.5993 -1.1204 -3.5106 0.0 0.0 0.0 -0.01
H -1.9887 2.2922 1.2347 0.0 0.1 0.0 0.00
H -1.9941 4.7555 1.3415 0.0 0.0 0.0 0.00
H -1.3659 6.0816 -0.6461 0.0 -0.1 0.0 0.00
H -0.7035 4.9523 -2.7431 0.0 0.0 0.1 0.00
H -0.7224 2.4867 -2.8826 0.0 0.1 0.0 0.00
```
Positions in Å, forces in eV/Å.

---

# C24H19Cl6NO

2 unconnected molecules or ions with the total composition C24H19Cl6NO in a non-equilibrium geometry (ωB97M-V/def2-TZVPD, the Open Molecules 2025 dataset).

Properties
spin multiplicity	1
LUMO	-0.072	Eh
relative energy (zero: lowest compared OMol25 entry of this formula, charge and spin)	0.00	kcal per mole
HOMO-LUMO gap	4.980	eV

```
51
Properties=species:S:1:pos:R:3:forces:R:3:lowdin_charge:R:1
O -0.7885 -6.9945 -0.8858 -1.4 -0.3 -1.4 0.05
C -1.6262 -7.1960 -1.7538 1.2 0.2 1.3 -0.49
C -2.5056 -8.3842 -1.7427 -1.1 -0.2 -1.1 -0.62
Cl -2.2810 -9.4512 -0.4401 0.0 -0.1 0.1 0.77
C -3.4524 -8.6132 -2.7236 1.4 -0.1 1.8 -0.68
Cl -4.4468 -10.0040 -2.6477 0.1 0.2 0.0 0.73
C -3.6087 -7.6936 -3.8205 1.1 2.2 -0.6 -0.70
Cl -4.7934 -8.0282 -5.0064 0.0 0.0 0.0 0.72
C -2.8244 -6.5589 -3.9257 -1.1 -1.5 0.1 -0.78
Cl -3.0141 -5.4909 -5.2267 0.0 0.2 -0.2 0.73
C -1.7712 -6.2023 -2.9290 0.2 0.6 0.5 -1.03
Cl -2.1490 -4.5495 -2.1776 0.1 -1.2 -0.5 0.66
Cl -0.1566 -6.1221 -3.7161 -0.6 0.0 0.1 0.69
C -2.6049 -0.2348 -0.7034 0.3 -0.3 1.4 -0.02
C -1.9958 -0.7610 0.4244 -0.7 0.6 -1.6 -0.20
C -0.5417 -1.1028 0.5004 0.1 -0.2 0.1 -0.19
C -0.0372 -2.0183 -0.4301 0.0 0.0 0.2 -0.03
C 1.3028 -2.3913 -0.3992 0.1 0.1 0.2 -0.06
C 2.1479 -1.8546 0.5805 -0.1 0.1 0.0 -0.08
C 1.6452 -0.9497 1.5271 -0.1 -0.2 -0.2 -0.08
C 0.2962 -0.5912 1.5047 0.0 0.0 -0.4 -0.05
N -2.7573 -1.0927 1.4922 -0.3 0.0 0.5 -0.09
C -4.1967 -0.9647 1.4239 0.1 -0.1 0.2 -0.17
C -4.7209 -1.5360 2.7425 -0.1 0.1 -0.1 -0.15
C -3.4991 -2.0389 3.5323 0.1 0.0 0.2 -0.15
C -2.2633 -1.7954 2.6577 0.2 -0.3 0.2 -0.15
C -1.8761 0.1108 -1.9033 0.7 0.6 -1.1 -0.24
C -0.6235 0.7775 -1.8554 -0.6 -0.5 0.0 -0.05
C 0.1507 0.9024 -2.9997 -0.1 0.0 -0.4 -0.09
C -0.3225 0.4137 -4.2278 -0.1 -0.1 0.3 -0.10
C -1.6045 -0.1516 -4.3042 0.2 0.4 -0.2 -0.10
C -2.4001 -0.2435 -3.1696 0.4 -0.1 0.7 -0.05
H -3.6885 -0.0683 -0.7027 0.6 -0.2 -0.1 0.09
H -0.7261 -2.4485 -1.1623 0.4 0.3 0.2 0.07
H 1.6754 -3.1058 -1.1384 -0.1 0.2 0.3 0.11
H 3.1976 -2.1568 0.6172 -0.3 0.2 0.0 0.10
H 2.2992 -0.5217 2.2905 -0.2 -0.2 -0.2 0.10
H -0.1132 0.0909 2.2574 0.2 -0.2 -0.4 0.12
H -4.4691 0.0893 1.2845 0.0 -0.1 0.0 0.12
H -4.6032 -1.5178 0.5632 0.2 0.1 0.0 0.12
H -5.2604 -0.7523 3.2756 0.0 -0.2 0.1 0.10
H -5.4168 -2.3522 2.5387 0.0 0.1 0.1 0.10
H -3.3809 -1.4938 4.4715 -0.1 -0.1 0.0 0.10
H -3.5887 -3.1023 3.7672 0.0 0.2 0.1 0.11
H -1.7670 -2.7422 2.3883 -0.1 0.2 0.0 0.13
H -1.5134 -1.1914 3.1842 -0.2 -0.2 0.0 0.10
H -0.2757 1.1570 -0.8921 0.0 -0.2 -0.4 0.12
H 1.1322 1.3810 -2.9356 -0.3 -0.1 -0.1 0.10
H 0.3005 0.4852 -5.1207 -0.2 0.0 0.2 0.09
H -1.9840 -0.5135 -5.2631 0.1 0.2 0.3 0.10
H -3.4150 -0.6487 -3.2074 0.4 0.0 -0.1 0.11
```
Positions in Å, forces in eV/Å.